52
Properties=species:S:1:pos:R:3:forces:R:3 method="wB97M-V/def2-TZVPD" fmax_ev_per_a=8.49 orbital_gap_ev="8.57 / 5.05" s_squared=0.7557 e_tot_ev=-49763.709 charge=-1 lumo_energy_ha="0.07944 / -0.04991" e_homo_ev="-6.41 / -6.40" multiplicity=2
Tl 3.492 0.736 0.138 -0.7539 -0.5819 -0.1921
B 0.717 0.812 1.015 0.1227 -0.4325 0.1344
H 0.875 1.133 -0.003 0.3780 1.1881 -4.1687
H -0.254 1.066 1.409 -3.7220 0.8616 1.2665
H 1.003 -0.220 1.154 0.5658 -4.1627 0.2956
H 1.435 1.332 1.630 2.8114 2.1503 2.5424
B 2.969 -2.106 -0.772 0.0199 -0.0379 0.3105
H 2.154 -1.812 -0.128 -3.4305 0.7588 2.7677
H 2.749 -3.017 -1.307 -0.8755 -3.4975 -2.1549
H 3.006 -1.269 -1.451 0.6683 3.3628 -3.0448
H 3.842 -2.235 -0.150 3.6949 -0.3558 2.3096
C 1.295 2.255 -4.366 -0.8186 0.7923 -1.5067
C 1.903 1.186 -3.612 -0.2670 2.5484 2.5685
O 2.023 0.062 -4.109 0.6000 -2.5187 -0.6205
O 2.239 1.429 -2.448 0.6210 -1.0544 0.1044
H 0.397 2.587 -3.845 -0.0077 -0.1100 -0.0530
H 1.034 1.882 -5.356 -0.0695 0.4720 -0.2282
H 1.989 3.095 -4.380 -0.0066 -0.0675 -0.2520
C -2.088 0.674 -0.770 0.8266 1.0476 -0.4105
C -1.585 1.262 -2.049 -0.8267 0.3968 0.4183
O -2.759 1.866 -2.594 0.9388 1.3198 -1.6050
C -3.836 1.230 -2.144 -2.7463 1.2811 1.0313
O -5.020 1.412 -2.402 2.6597 -0.3087 -0.5818
O -3.460 0.508 -1.124 -0.1658 -2.1094 2.4774
F -1.323 0.221 -2.825 1.1311 -1.4571 -2.0624
H -1.847 1.412 -0.005 -0.8595 -0.2599 0.5709
H -1.544 -0.251 -0.578 -0.5171 -0.0383 0.1547
H -0.733 1.942 -2.032 -0.3202 0.1584 0.1418
C -0.587 -3.270 0.793 1.4907 0.1156 0.9171
C 0.236 -4.421 0.336 -0.0280 -0.3769 0.0953
O -0.622 -4.934 -0.699 3.2075 -2.1041 -0.2498
C -1.817 -4.496 -0.553 -7.1172 -2.0265 -4.1660
O -2.865 -4.861 -1.220 4.8989 1.2590 2.8021
O -1.869 -3.592 0.349 -1.4600 2.6161 1.5127
F 0.428 -5.314 1.382 -0.1240 -0.1648 -1.0340
H -0.025 -2.480 0.296 -1.0543 1.1601 0.0290
H -0.625 -3.174 1.878 0.2515 0.1319 -0.2461
H 1.176 -4.107 -0.117 0.1854 -0.4973 0.1752
C 0.138 3.847 2.655 -0.2310 -0.0925 0.1512
N 0.789 3.740 1.321 1.1515 0.0853 -0.1062
O 2.012 3.615 1.267 -1.0801 0.4920 0.2320
O 0.070 3.832 0.352 -0.0889 0.0644 -0.0993
H 0.670 3.243 3.391 -0.0488 0.0172 -0.3348
H -0.900 3.537 2.532 0.2843 -0.1210 0.0495
H 0.157 4.899 2.937 0.1578 -0.0067 -0.0922
C -0.864 -0.953 3.324 -0.4919 0.3253 -0.2768
N -0.533 0.145 4.283 -0.2556 -0.0867 -0.7971
O -1.064 1.230 4.131 0.0403 -0.2364 0.3152
O 0.281 -0.133 5.129 0.2416 0.1832 0.5583
H -1.416 -0.517 2.491 0.3894 0.0111 0.0597
H -1.533 -1.651 3.828 0.3466 -0.0829 0.2565
H 0.093 -1.375 3.018 -0.3171 -0.0113 0.0352